{
  "formula": "C10H6Cl4N3O2PtS2",
  "method": "wB97M-V/def2-TZVPD",
  "symbols": ["Pt", "Cl", "C", "C", "Cl", "C", "Cl", "C", "O", "C", "O", "C", "Cl", "S", "C", "N", "S", "C", "N", "C", "C", "N", "H", "H", "H", "H", "H", "H"],
  "xyz": [[1.4043, 0.7711, 1.1526], [-0.2373, -5.7683, 0.0580], [0.5888, -4.2800, -0.0246], [1.9983, -4.2661, -0.0703], [2.8513, -5.7329, -0.1511], [2.6939, -3.0508, -0.0122], [4.4012, -3.0206, 0.0374], [2.0071, -1.8198, 0.0689], [2.5991, -0.7013, 0.1662], [0.5231, -1.8296, 0.0374], [-0.0763, -0.7233, 0.0623], [-0.1328, -3.0895, 0.0007], [-1.8378, -3.1146, 0.0336], [-1.2982, 0.3080, 4.6304], [-0.2862, 0.8473, 3.5565], [0.4574, 1.3142, 2.7525], [1.6537, 2.5060, -0.6518], [-0.0282, 2.6659, -0.8755], [-0.6213, 2.9194, -2.0331], [-2.0654, 3.0261, -1.8898], [-2.2693, 2.8896, -0.3672], [-0.9251, 2.6092, 0.1043], [-0.1492, 2.9778, -2.9200], [-2.5571, 2.2225, -2.4425], [-2.4219, 3.9837, -2.2748], [-2.9431, 2.0710, -0.1080], [-2.6432, 3.8149, 0.0825], [-0.6863, 2.4703, 1.0767]],
  "forces_ev_per_a": [[1.0, 0.1, -0.3], [0.2, 0.2, -0.1], [-2.7, 1.1, 0.2], [2.6, 1.4, 0.1], [-0.2, 0.4, 0.0], [0.4, -1.9, -0.1], [-0.1, 0.1, -0.1], [1.1, 1.8, -0.1], [-1.0, -0.6, 0.0], [-1.5, 2.4, 0.0], [0.8, -2.5, -0.2], [-0.3, -2.3, 0.0], [0.1, 0.2, 0.0], [0.0, -0.1, 0.2], [-0.7, 0.1, 0.0], [0.7, 0.6, -0.7], [0.2, -1.2, 1.1], [-0.2, 0.1, 0.5], [0.1, 0.1, 0.0], [-0.5, 0.1, -0.2], [-0.4, 0.1, 0.1], [0.1, 0.0, -0.2], [0.1, -0.1, 0.1], [0.0, 0.1, 0.0], [0.0, -0.1, 0.1], [0.0, 0.1, -0.1], [0.0, -0.2, -0.1], [0.1, 0.1, -0.1]],
  "lumo_ev": [-6.7760, -6.7764],
  "charge": 1,
  "gap_ev": [4.68, 4.67]
}



{
  "formula": "Cl2FP",
  "method": "wB97M-V/def2-TZVPD",
  "symbols": ["F", "P", "Cl", "Cl"],
  "xyz": [[1.9351, 0.9756, -0.1408], [1.5716, -0.5476, 0.3454], [-0.2838, -0.8295, -0.3407], [-3.2229, 0.4015, 0.1361]],
  "forces_ev_per_a": [[-0.5, -1.2, 0.3], [0.8, 1.1, 0.0], [-0.5, 0.2, -0.3], [0.1, 0.0, 0.0]],
  "lumo_ev": [-1.3880, -3.8803],
  "de_lowest_kcal_mol": 17.67,
  "gap_ev": [10.40, 4.80]
}



{
  "formula": "C44H63N18O4P",
  "method": "wB97M-V/def2-TZVPD",
  "symbols": ["O", "C", "O", "P", "O", "C", "O", "C", "C", "C", "C", "C", "C", "H", "H", "H", "H", "H", "H", "H", "H", "H", "C", "C", "N", "H", "H", "H", "C", "C", "N", "H", "H", "H", "C", "C", "N", "H", "H", "H", "C", "C", "N", "H", "H", "H", "C", "C", "N", "H", "H", "H", "C", "C", "N", "H", "H", "H", "C", "C", "N", "H", "H", "H", "C", "C", "N", "H", "H", "H", "C", "C", "N", "H", "H", "H", "C", "C", "N", "H", "H", "H", "C", "C", "N", "H", "H", "H", "C", "C", "N", "H", "H", "H", "C", "C", "N", "H", "H", "H", "C", "C", "N", "H", "H", "H", "C", "C", "N", "H", "H", "H", "C", "C", "N", "H", "H", "H", "C", "C", "N", "H", "H", "H", "C", "C", "N", "H", "H", "H"],
  "xyz": [[-1.0217, 4.7794, -8.1957], [-0.7422, 4.8248, -6.8733], [-1.8298, 4.8155, -5.8399], [1.0721, 4.8772, -6.1797], [0.8535, 3.3156, -5.4395], [1.7394, 3.1139, -4.2824], [2.7405, 2.2355, -4.1856], [1.4305, 4.0359, -2.9270], [0.0553, 3.6418, -2.0973], [-0.3084, 4.5610, -0.7766], [0.7316, 5.7632, -0.3754], [2.1134, 6.1415, -1.2045], [2.4713, 5.2420, -2.5390], [0.5379, 5.6031, -5.0556], [2.3917, 4.9360, -5.5564], [1.5774, 4.2508, -7.3788], [1.3279, 6.1770, -6.8129], [-0.5972, 2.7445, -2.4859], [-1.3028, 4.3281, -0.1690], [0.4793, 6.4324, 0.5645], [2.8069, 7.0420, -0.8463], [3.4133, 5.4245, -3.2387], [-3.5303, 2.1836, -6.1882], [-4.4782, 1.9431, -5.0245], [-5.2645, 1.7436, -4.0592], [-2.6913, 1.4842, -6.1363], [-4.0576, 2.0376, -7.1349], [-3.1445, 3.2061, -6.1495], [2.3975, 1.0680, 0.7272], [1.9300, 2.4356, 1.1979], [1.5420, 3.5700, 1.5883], [1.8002, 0.2855, 1.2032], [2.2876, 0.9895, -0.3579], [3.4490, 0.9228, 0.9899], [-0.8985, 0.3624, 3.9046], [-0.2266, -0.2159, 2.6699], [0.3308, -0.6957, 1.6457], [-0.3174, 0.1130, 4.7967], [-0.9669, 1.4502, 3.8168], [-1.9058, -0.0504, 4.0088], [6.5834, -1.1575, -0.5685], [5.9738, -0.2027, 0.4449], [5.4681, 0.5894, 1.2856], [6.1410, -2.1514, -0.4575], [6.3948, -0.7951, -1.5828], [7.6632, -1.2288, -0.4110], [1.6380, -2.6382, 6.3675], [0.7062, -1.5187, 6.8019], [-0.0668, -0.5900, 7.1623], [2.5509, -2.6181, 6.9691], [1.1457, -3.6056, 6.4997], [1.9032, -2.5147, 5.3138], [7.5652, -0.4818, 4.1782], [8.2370, -1.0602, 2.9436], [8.7945, -1.5399, 1.9193], [8.1463, -0.7312, 5.0703], [7.4967, 0.6060, 4.0905], [6.5579, -0.8946, 4.2824], [0.1145, 3.1972, -11.5385], [1.5571, 3.4093, -11.1094], [2.7539, 3.5853, -10.7535], [-0.1895, 3.9889, -12.2289], [0.0126, 2.2301, -12.0387], [-0.5414, 3.2164, -10.6637], [-3.0210, 1.1765, 0.7743], [-3.1701, 2.6890, 0.7557], [-3.2940, 3.9437, 0.7402], [-3.8989, 0.7209, 1.2407], [-2.9241, 0.7987, -0.2473], [-2.1300, 0.8967, 1.3433], [-7.3454, 1.6202, 2.7308], [-6.2914, 0.7395, 3.3816], [-5.4169, 0.0089, 3.9215], [-6.8653, 2.4523, 2.2084], [-7.9269, 1.0365, 2.0118], [-8.0198, 2.0199, 3.4932], [2.4496, -3.1542, 1.4890], [3.3707, -3.7990, 2.5118], [4.1349, -4.3340, 3.3602], [2.9335, -3.1394, 0.5084], [1.5171, -3.7208, 1.4175], [2.2205, -2.1277, 1.7885], [3.0600, -6.4448, 6.8568], [2.4504, -5.4899, 7.8702], [1.9446, -4.6978, 8.7109], [2.6175, -7.4386, 6.9679], [2.8713, -6.0823, 5.8426], [4.1397, -6.5160, 7.0144], [-8.3712, 1.2340, 6.9485], [-9.2623, 0.9939, 5.7408], [-10.0017, 0.7948, 4.7390], [-8.9523, 1.6868, 7.7566], [-7.9537, 0.2857, 7.2982], [-7.5516, 1.9060, 6.6793], [9.1377, 3.7214, 2.2524], [8.1899, 3.4809, 3.4160], [7.4035, 3.2814, 4.3814], [9.9767, 3.0220, 2.3043], [8.6104, 3.5754, 1.3057], [9.5235, 4.7439, 2.2910], [-5.7774, 5.2435, -7.2777], [-6.1487, 3.8548, -7.7717], [-6.4566, 2.7028, -8.1815], [-4.7412, 5.4694, -7.5442], [-6.4333, 5.9895, -7.7348], [-5.8846, 5.2935, -6.1906], [-1.7408, -4.3907, -0.0667], [-0.8197, -5.0355, 0.9560], [-0.0555, -5.5705, 1.8045], [-1.2570, -4.3760, -1.0473], [-2.6733, -4.9573, -0.1383], [-1.9699, -3.3642, 0.2328], [2.0018, -11.0009, 6.8161], [2.9977, -10.0704, 6.1433], [3.8239, -9.2984, 5.5852], [1.8954, -10.7333, 7.8711], [1.0267, -10.9192, 6.3280], [2.3504, -12.0348, 6.7444], [-8.3755, -0.1709, -3.5917], [-8.1905, -1.3712, -2.6778], [-8.0369, -2.3671, -1.9197], [-8.8175, -0.4888, -4.5400], [-9.0368, 0.5600, -3.1179], [-7.4085, 0.2997, -3.7895], [0.5120, -8.3984, -1.5580], [0.3682, -6.9518, -2.0019], [0.2489, -5.7518, -2.3702], [1.4536, -8.8109, -1.9307], [0.5056, -8.4557, -0.4661], [-0.3175, -8.9931, -1.9507]],
  "forces_ev_per_a": [[1.1, 0.1, 5.3], [-5.8, -0.7, -0.9], [4.3, 0.0, -4.7], [-0.3, 2.9, -0.9], [3.0, -2.9, 5.1], [2.0, -1.9, -0.7], [-5.7, 4.5, -0.8], [-0.9, 1.2, 1.6], [3.0, 3.9, 1.4], [3.5, 0.3, -2.8], [0.7, -1.4, -2.6], [-2.7, -3.4, -1.5], [-3.6, -0.9, 2.5], [0.0, -0.4, 0.3], [0.6, 0.0, 0.0], [0.0, -0.4, 0.2], [-0.1, 0.0, -0.2], [1.4, 2.2, 0.8], [2.6, 0.8, -1.4], [0.5, -1.6, -2.1], [-1.8, -2.2, -0.9], [-2.4, -0.4, 1.7], [-1.0, -0.6, 0.9], [-4.9, -1.3, 5.9], [5.9, 1.5, -7.4], [-0.1, 0.2, 0.2], [-0.1, -0.1, 0.3], [0.5, 0.5, 0.2], [-0.1, 1.3, 0.3], [-2.5, 7.2, 2.5], [3.1, -9.1, -2.7], [0.4, 0.6, -0.3], [-0.1, 0.2, 0.1], [-0.3, 0.3, -0.1], [0.6, -0.4, -1.0], [3.5, -3.2, -6.5], [-5.2, 3.2, 8.4], [-0.1, 0.0, -0.2], [0.1, -0.1, -0.1], [0.2, 0.0, -0.1], [-0.5, 0.8, 0.7], [-3.2, 5.1, 5.5], [4.4, -6.4, -6.6], [0.0, 0.2, 0.1], [-0.1, 0.1, 0.2], [-0.2, 0.1, 0.2], [-0.8, 1.0, 0.2], [-5.0, 6.0, 2.4], [6.1, -7.4, -2.9], [-0.3, 0.1, 0.0], [0.0, 0.3, 0.0], [-0.1, 0.1, 0.1], [0.5, -0.5, -1.0], [3.6, -3.1, -6.7], [-4.4, 3.8, 8.2], [0.0, 0.0, -0.2], [0.0, -0.2, -0.1], [0.2, 0.0, -0.2], [1.1, 0.2, 0.5], [7.9, 1.2, 2.4], [-9.5, -1.5, -3.0], [0.2, -0.1, 0.2], [0.2, 0.1, 0.1], [0.2, 0.2, 0.1], [-0.1, 1.3, -0.1], [-0.9, 8.2, -0.1], [0.8, -10.1, 0.3], [0.1, 0.2, 0.0], [0.0, 0.2, 0.1], [-0.1, 0.2, -0.2], [0.9, -0.6, 0.5], [5.7, -4.8, 3.5], [-6.9, 5.8, -4.3], [0.1, -0.2, 0.1], [0.1, 0.0, 0.2], [0.2, -0.2, -0.1], [0.8, -0.5, 0.8], [4.9, -3.5, 5.5], [-6.1, 4.2, -6.6], [0.0, 0.0, 0.2], [0.3, 0.0, 0.1], [0.1, -0.2, 0.0], [-0.6, 0.8, 0.9], [-3.3, 5.1, 5.6], [4.0, -6.4, -6.6], [0.1, 0.3, 0.0], [0.0, 0.0, 0.2], [-0.2, 0.1, 0.0], [-0.7, -0.2, -1.0], [-4.9, -1.3, -6.6], [5.9, 1.6, 8.0], [0.0, -0.1, -0.2], [-0.1, 0.1, -0.2], [-0.2, -0.1, -0.1], [-0.8, -0.2, 0.9], [-5.2, -1.3, 6.4], [6.4, 1.5, -7.7], [-0.2, 0.1, 0.1], [0.0, 0.0, 0.2], [-0.1, -0.2, 0.1], [-0.3, -1.1, -0.4], [-2.0, -7.5, -2.7], [2.3, 9.2, 3.2], [0.0, -0.2, 0.1], [0.0, -0.2, 0.0], [0.1, -0.2, -0.2], [0.7, -0.4, 0.8], [4.9, -3.5, 5.4], [-6.1, 4.2, -6.7], [0.1, -0.1, 0.2], [0.2, 0.0, 0.1], [0.1, -0.2, 0.1], [0.8, 0.8, -0.6], [5.5, 5.0, -3.7], [-6.6, -6.2, 4.5], [0.1, 0.0, -0.2], [0.2, 0.1, 0.0], [0.0, 0.2, 0.0], [0.2, -1.0, 0.7], [1.0, -6.5, 5.0], [-1.3, 7.9, -6.0], [0.1, -0.1, 0.2], [0.1, -0.2, 0.0], [0.0, -0.1, 0.1], [-0.1, 1.2, -0.4], [-0.8, 7.9, -2.4], [1.0, -9.7, 3.0], [-0.1, 0.2, 0.0], [0.0, 0.2, -0.2], [0.1, 0.2, 0.0]],
  "lumo_ev": 1.9845,
  "charge": -2,
  "gap_ev": 2.54
}



{
  "formula": "C4H3O2",
  "method": "wB97M-V/def2-TZVPD",
  "symbols": ["C", "C", "C", "C", "O", "O", "H", "H", "H"],
  "xyz": [[1.5147, 0.1060, 0.0374], [3.1601, -0.4856, 0.1297], [2.6642, 0.8455, -0.0039], [0.0506, -0.1070, -0.0214], [3.7906, -1.5014, 0.0664], [3.1608, 2.0063, -0.2427], [-0.1826, -0.1726, -1.0216], [-0.4580, 0.7403, 0.6939], [-0.2334, -1.0137, 0.4332]],
  "forces_ev_per_a": [[-0.6, 0.6, -0.6], [-0.1, 1.8, 1.5], [0.3, 0.6, -0.5], [1.3, 2.5, 3.7], [0.8, -1.6, -0.8], [-0.4, -1.3, 0.3], [-1.6, 0.5, -2.1], [0.6, -1.6, -2.2], [-0.3, -1.4, 0.7]],
  "lumo_ev": [4.2414, 3.5751],
  "de_lowest_kcal_mol": 26.72,
  "charge": -1,
  "gap_ev": [4.23, 6.59],
  "spin_multiplicity": 3
}



{
  "formula": "C2H8N3O2",
  "method": "wB97M-V/def2-TZVPD",
  "symbols": ["C", "C", "N", "N", "N", "O", "O", "H", "H", "H", "H", "H", "H", "H", "H"],
  "xyz": [[-0.7232, 1.9331, 1.0852], [1.5804, -1.7259, -0.6608], [-0.0759, 0.8248, 1.1536], [0.0565, -1.4234, -0.2632], [-1.4451, 2.8628, 1.0548], [-0.7901, -1.4635, -1.3583], [-1.5366, 4.0443, 0.3365], [2.2171, -2.1469, 0.1891], [1.6427, -2.4684, -1.4331], [1.8396, -0.7354, -1.0247], [-0.1441, -0.4792, 0.2118], [0.8212, 0.7541, 1.6029], [-0.4149, -2.2325, 0.3632], [-0.7191, -2.2584, -1.9279], [-2.3086, 4.5145, 0.6709]],
  "forces_ev_per_a": [[2.5, -2.3, -0.2], [-1.0, 0.7, 1.7], [-1.8, 1.5, -0.9], [-0.2, -5.4, 0.8], [-1.4, 1.8, 0.2], [-0.7, 1.1, -1.4], [0.9, -1.4, -0.1], [-1.2, 1.1, -0.8], [-0.6, -0.2, -0.5], [0.7, -0.3, 0.0], [0.4, 0.3, 0.2], [0.1, 0.8, 0.6], [2.0, 2.3, -1.0], [0.6, 0.2, 0.8], [-0.3, -0.2, 0.4]],
  "lumo_ev": -3.2644,
  "de_lowest_kcal_mol": 151.91,
  "charge": 1,
  "gap_ev": 10.77
}



{
  "formula": "C25H28N2O6",
  "method": "wB97M-V/def2-TZVPD",
  "symbols": ["C", "O", "C", "C", "C", "C", "O", "C", "C", "N", "C", "C", "C", "C", "C", "C", "O", "O", "C", "C", "O", "N", "C", "C", "C", "C", "C", "C", "C", "C", "O", "C", "C", "H", "H", "H", "H", "H", "H", "H", "H", "H", "H", "H", "H", "H", "H", "H", "H", "H", "H", "H", "H", "H", "H", "H", "H", "H", "H", "H", "H"],
  "xyz": [[4.4773, 4.4831, 0.1845], [5.1839, 3.3261, 0.5611], [4.4936, 2.1571, 0.6873], [5.2356, 1.0465, 1.0835], [4.6181, -0.1744, 1.2488], [3.2544, -0.3247, 1.0230], [2.6387, -1.5266, 1.2240], [2.5053, 0.7764, 0.6062], [1.0356, 0.6483, 0.2906], [0.8489, -0.2977, -0.8068], [-0.3777, -1.0459, -0.6323], [-0.3705, -2.4014, -1.3535], [0.8761, -3.2636, -1.1155], [0.5246, -4.7344, -1.3354], [2.0263, -2.8534, -2.0310], [-1.5782, -0.2146, -1.1189], [-1.5388, 0.9829, -1.2524], [-2.6594, -0.9356, -1.3909], [-0.4910, -1.1830, 0.9118], [-1.9206, -1.0659, 1.3895], [-2.7813, -1.9058, 1.3769], [-2.0883, 0.2209, 1.8575], [-3.3950, 0.7715, 2.1847], [-4.0703, 1.2202, 0.9150], [-3.7560, 2.4543, 0.3602], [-4.3063, 2.8344, -0.8508], [-5.1685, 1.9822, -1.5204], [-5.4819, 0.7478, -0.9738], [-4.9354, 0.3671, 0.2421], [-0.9291, 0.9707, 1.8756], [-0.8710, 2.1248, 2.2061], [0.2049, 0.0620, 1.4495], [3.1342, 2.0035, 0.4463], [5.2136, 5.2851, 0.1696], [3.6909, 4.7268, 0.9059], [4.0367, 4.3789, -0.8124], [6.2923, 1.1632, 1.2608], [5.2014, -1.0305, 1.5621], [3.3103, -2.1942, 1.4089], [0.6441, 1.6461, 0.0450], [0.8767, 0.1702, -1.7055], [-0.4791, -2.2253, -2.4260], [-1.2594, -2.9372, -1.0163], [1.2100, -3.1331, -0.0838], [-0.2532, -5.0548, -0.6462], [0.1679, -4.8901, -2.3514], [1.3991, -5.3626, -1.1813], [1.7326, -2.9369, -3.0754], [2.3161, -1.8283, -1.8247], [2.8859, -3.4999, -1.8675], [-3.4154, -0.3634, -1.6209], [-0.0357, -2.1184, 1.2294], [-3.2288, 1.6120, 2.8622], [-3.9706, -0.0141, 2.6796], [-3.0687, 3.1084, 0.8749], [-4.0554, 3.7936, -1.2771], [-5.5944, 2.2769, -2.4684], [-6.1554, 0.0800, -1.4920], [-5.1665, -0.6003, 0.6627], [0.8350, -0.1451, 2.3152], [2.5317, 2.8403, 0.1307]],
  "forces_ev_per_a": [[-0.1, 0.1, 0.0], [0.2, -0.2, 0.1], [0.0, -0.2, 0.0], [-0.1, 0.3, -0.1], [-0.2, 0.0, 0.0], [0.4, 0.5, -0.1], [-0.2, -0.3, 0.0], [0.0, -0.3, 0.1], [0.2, 0.2, 0.1], [-0.2, 0.0, 0.0], [-0.3, -0.1, -0.2], [0.1, 0.0, 0.3], [-0.1, 0.0, -0.2], [0.1, 0.2, 0.2], [0.0, 0.0, 0.3], [0.1, 0.4, -0.4], [0.1, 0.1, 0.0], [-0.3, -0.5, -0.2], [0.2, -0.1, -0.1], [0.2, -0.3, 0.3], [-0.1, -0.1, 0.0], [-0.3, 0.1, 0.3], [-0.1, 0.0, 0.0], [-0.1, 0.0, 0.1], [-0.1, 0.0, 0.0], [0.0, 0.1, 0.0], [0.0, 0.0, -0.1], [-0.1, -0.1, 0.0], [0.0, 0.1, 0.1], [0.1, -0.2, 0.1], [0.0, 0.3, 0.0], [0.1, 0.1, -0.2], [0.2, 0.2, 0.0], [-0.1, 0.0, 0.0], [0.0, 0.0, 0.0], [0.0, 0.0, 0.0], [0.1, 0.0, 0.0], [0.1, -0.1, 0.0], [-0.1, 0.1, 0.0], [0.1, -0.2, 0.1], [0.0, 0.0, 0.1], [-0.1, -0.1, -0.1], [-0.1, 0.0, -0.1], [0.0, 0.0, 0.0], [-0.1, -0.1, 0.1], [-0.1, -0.1, -0.1], [0.1, -0.1, 0.0], [0.0, 0.0, -0.2], [0.1, 0.0, -0.1], [0.1, -0.1, 0.0], [0.3, 0.2, 0.1], [-0.1, 0.0, 0.0], [0.0, -0.1, 0.0], [0.1, 0.1, 0.0], [0.1, 0.1, 0.1], [0.0, 0.1, 0.0], [0.0, 0.0, -0.1], [-0.1, 0.0, 0.0], [0.0, -0.1, 0.1], [-0.1, 0.0, 0.0], [-0.1, 0.1, 0.0]],
  "lumo_ev": 0.5634,
  "de_lowest_kcal_mol": 2.17,
  "gap_ev": 8.60
}



Summary of total energy in a.u.
-3455.5487, -1361.5560, -3341.2732, -304.5124, -395.3152, -1530.4848
(order as listed above)